Entry 1:
The following is a DFT calculation (the ωB97M-V functional and the def2-TZVPD basis) of a 2-piece molecular cluster, C2H4OS overall.

orbital gap (spin up / spin down)	7.789 / 7.724	eV
ΔE to the lowest compared entry with this formula, charge and spin	299.8	kJ/mol
DFT total energy	-15018.3588	eV
largest force on an atom	0.043	hartree/bohr
LUMO energy (spin up / spin down)	-0.055 / -0.056	hartree
net charge	0

Each line ends with the Löwdin charge.
CARTESIAN COORDINATES (ANGSTROEM)
C (0.315432, 0.240863, -0.812468)  -0.076
C (0.956737, -0.920796, -0.554593)  -0.068
O (-2.430975, 1.677370, 2.095191)  -0.671
S (-1.437592, 0.617592, 2.213938)  0.739
H (0.314399, 0.609792, -1.828948)  0.048
H (-0.112542, 0.830908, -0.016395)  -0.039
H (1.114448, -1.569468, 0.298198)  0.044
H (1.280092, -1.486261, -1.394923)  0.023

Forces on the atoms, in the same order (eV/Å):
1.225 -1.554 1.031
-0.988 0.487 -0.944
-0.907 0.977 -0.118
0.818 -0.998 0.285
-0.216 0.067 0.063
-0.033 0.213 -0.172
-0.417 0.925 0.815
0.518 -0.116 -0.961

---

Entry 2:
The following is a DFT calculation (the ωB97M-V functional and the def2-TZVPD basis) of one molecule with the formula C2H4OS2.

orbital gap (spin up / spin down)	7.566 / 7.765	eV
ΔE to the lowest compared entry with this formula, charge and spin	357.9	kJ/mol
DFT total energy	-25852.7859	eV
largest force on an atom	0.052	hartree/bohr
LUMO energy (spin up / spin down)	-0.004 / 0.011	hartree
net charge	0

Each line ends with the Löwdin charge.
CARTESIAN COORDINATES (ANGSTROEM)
C (1.669266, -0.389443, -0.504751)  -0.016
C (-0.605214, -0.536000, -0.575626)  -0.622
O (0.496687, 0.165635, -0.478154)  -0.198
S (-1.349749, 1.776484, 1.073557)  0.337
S (-2.021193, 0.296297, -0.134616)  0.488
H (2.560816, 0.185264, -0.553388)  0.068
H (1.695870, -1.389298, -0.704078)  0.043
H (-0.659458, -1.623504, -0.457671)  0.084
H (-1.787023, 1.514566, 2.334728)  -0.184

Forces on the atoms, in the same order (eV/Å):
1.065 0.850 0.249
-0.797 -0.675 0.518
-0.047 0.470 -0.392
0.135 1.103 0.733
-1.322 0.218 -0.237
0.073 0.822 0.069
0.164 -2.618 -0.366
0.728 0.317 -0.175
0.000 -0.487 -0.398

---

Entry 3:
The following is a DFT calculation (the ωB97M-V functional and the def2-TZVPD basis) of one molecule with the formula C2H4OS2.

orbital gap	8.354	eV
ΔE to the lowest compared entry with this formula, charge and spin	184.4	kJ/mol
DFT total energy	-25854.5845	eV
largest force on an atom	0.091	hartree/bohr
LUMO energy	-0.020	hartree
net charge	0

Each line ends with the Löwdin charge.
CARTESIAN COORDINATES (ANGSTROEM)
C (0.379076, 1.298530, 1.380249)  -1.016
C (-0.279207, -1.076906, -1.186865)  -0.184
O (-0.868639, 0.117620, -0.701129)  -0.551
S (1.025302, 1.365281, 2.900004)  0.569
S (-0.948215, 0.250804, 1.019935)  0.929
H (0.880537, 1.953159, 0.705733)  0.002
H (0.835473, -0.739291, -1.550066)  0.136
H (-0.846640, -1.304032, -2.067056)  0.070
H (-0.177688, -1.865165, -0.500805)  0.045

Forces on the atoms, in the same order (eV/Å):
0.665 -0.590 2.143
3.337 2.643 -1.931
-0.808 0.448 2.377
-0.827 -0.164 -0.778
0.764 0.285 -1.899
-0.321 0.123 -1.295
-2.427 -1.177 0.781
-0.206 -0.579 -0.387
-0.176 -0.989 0.989